{
  "formula": "C43H58N10O6PTi",
  "method": "ωB97M-V with the def2-TZVPD basis set",
  "lumo_energy_ev": -9.33,
  "total_charge": 3,
  "homo_energy_ev": -14.71,
  "homo_lumo_gap_ev": 5.39,
  "elements": ["Ti", "C", "C", "C", "C", "C", "H", "H", "H", "H", "H", "N", "C", "C", "C", "N", "C", "C", "N", "C", "H", "H", "H", "H", "H", "H", "H", "H", "H", "H", "H", "H", "H", "H", "H", "H", "C", "C", "C", "C", "P", "C", "C", "C", "C", "C", "C", "C", "C", "C", "C", "H", "H", "H", "H", "H", "H", "H", "H", "H", "H", "H", "H", "H", "H", "H", "H", "H", "H", "H", "H", "H", "H", "H", "O", "C", "O", "C", "C", "C", "C", "C", "C", "N", "O", "O", "N", "O", "O", "H", "H", "H", "C", "C", "N", "C", "C", "N", "C", "N", "N", "N", "C", "C", "C", "C", "C", "C", "H", "H", "H", "H", "H", "H", "H", "H", "H", "H", "H"],
  "positions_angstrom": [[-0.0162, -0.1181, -0.4788], [-0.3697, 0.8575, -2.3106], [-1.7811, 1.2344, -2.0790], [-2.5572, 0.5235, -2.9374], [-1.7226, -0.3187, -3.7734], [-0.4360, -0.1461, -3.4130], [0.3301, 1.6709, -2.4686], [-2.1120, 2.0395, -1.4420], [-3.6283, 0.6218, -3.0396], [-2.0848, -0.9590, -4.5632], [0.4268, -0.6173, -3.8600], [3.5680, -4.3143, 1.6151], [2.3637, -3.4243, 1.8312], [1.3154, -4.2107, 2.6096], [0.0835, -3.3554, 2.9171], [-0.6719, -3.1076, 1.6906], [0.4868, -2.0467, 3.5723], [1.6111, -1.2579, 2.8995], [1.2258, -0.4332, 1.6980], [2.7959, -2.1698, 2.5820], [3.3582, -5.0857, 0.9609], [3.8824, -4.7290, 2.4974], [4.3604, -3.7958, 1.2265], [2.0015, -3.1610, 0.8373], [1.7518, -4.5418, 3.5581], [1.0161, -5.1093, 2.0635], [-0.5247, -3.9095, 3.6398], [-1.5132, -2.5837, 1.9254], [-1.0155, -3.9992, 1.3441], [0.8419, -2.2873, 4.5773], [-0.3927, -1.4122, 3.7106], [1.9667, -0.5352, 3.6405], [2.0883, -0.0044, 1.3678], [0.7060, 0.3506, 2.0934], [3.2422, -2.4659, 3.5371], [3.5629, -1.6161, 2.0301], [4.1087, 1.9204, 1.7296], [3.0265, 2.7706, 1.0525], [3.6381, 4.0986, 0.5809], [1.9823, 3.1167, 2.1139], [2.1966, 1.8924, -0.4322], [1.4285, 3.3071, -1.2820], [0.1709, 3.6941, -0.8121], [-0.4725, 4.8123, -1.3142], [0.1303, 5.5585, -2.3183], [1.3701, 5.1774, -2.8082], [2.0204, 4.0658, -2.2898], [3.5627, 1.1285, -1.4929], [4.8187, 1.9811, -1.7163], [4.0142, -0.1822, -0.8233], [2.9613, 0.7726, -2.8569], [4.4425, 2.4531, 2.6218], [4.9856, 1.7657, 1.1077], [3.7441, 0.9462, 2.0685], [4.2190, 4.5078, 1.4101], [2.8683, 4.8251, 0.3274], [4.3072, 3.9982, -0.2692], [2.4507, 3.7648, 2.8568], [1.6300, 2.2323, 2.6512], [1.1412, 3.6715, 1.6987], [-0.3215, 3.1004, -0.0455], [-1.4438, 5.1015, -0.9347], [-0.3666, 6.4309, -2.7194], [1.8411, 5.7505, -3.5950], [2.9884, 3.8050, -2.6884], [5.3303, 2.2438, -0.7952], [4.6328, 2.8928, -2.2777], [5.5151, 1.3836, -2.3087], [4.5503, -0.0060, 0.1093], [4.7087, -0.6833, -1.5016], [3.1854, -0.8632, -0.6455], [2.5447, 1.6334, -3.3778], [2.1919, 0.0081, -2.7625], [3.7516, 0.3609, -3.4874], [-0.9928, -1.7012, -1.2548], [0.0980, -2.3479, -1.3371], [1.1442, -1.6834, -1.0149], [0.1542, -3.7484, -1.7612], [1.3425, -4.4545, -1.6296], [1.3417, -5.8002, -1.9214], [0.2291, -6.4611, -2.4122], [-0.9300, -5.7172, -2.5483], [-1.0017, -4.3798, -2.2169], [-2.1594, -6.3915, -3.0411], [-3.1650, -5.7196, -3.0551], [-2.0425, -7.5381, -3.3881], [2.5688, -6.5694, -1.6446], [2.7641, -7.5689, -2.2671], [3.2969, -6.1223, -0.7602], [2.2468, -3.9653, -1.3041], [0.2520, -7.5132, -2.6670], [-1.9383, -3.8492, -2.3212], [-1.3627, 2.2583, 2.3254], [-2.1831, 1.2380, 1.6291], [-1.7584, 0.3146, 0.7539], [-2.8873, -0.4472, 0.4341], [-3.9515, 0.0260, 1.1121], [-3.4916, 1.0852, 1.8595], [-4.3383, 1.9171, 2.7508], [-5.6680, 1.9303, 2.2795], [-6.6336, 1.2309, 2.9657], [-7.7348, 1.3430, 2.3588], [-7.5530, 2.1207, 1.2258], [-8.4648, 2.5190, 0.2472], [-7.9780, 3.2970, -0.7786], [-6.6222, 3.6758, -0.8356], [-5.7113, 3.2889, 0.1264], [-6.2164, 2.5034, 1.1626], [-0.3262, 2.1771, 2.0187], [-1.4165, 2.1301, 3.4081], [-1.6974, 3.2721, 2.0965], [-2.8665, -1.2488, -0.2784], [-4.9804, -0.2888, 1.1301], [-3.9105, 2.9193, 2.7911], [-4.3491, 1.4778, 3.7484], [-9.5040, 2.2288, 0.3054], [-8.6478, 3.6364, -1.5558], [-6.2923, 4.3010, -1.6543], [-4.6764, 3.6049, 0.0848]],
  "atomic_forces_ev_per_a": [[-0.5, 0.2, 0.1], [0.3, -0.1, 0.0], [0.1, -0.1, 0.1], [0.0, 0.0, -0.1], [-0.1, 0.0, 0.1], [0.1, 0.1, -0.1], [0.0, 0.0, 0.0], [0.0, 0.0, 0.0], [0.0, 0.0, 0.0], [0.0, 0.0, 0.0], [0.0, 0.0, 0.0], [0.1, -0.1, -0.1], [-0.1, 0.1, 0.1], [0.0, 0.1, 0.0], [0.0, -0.1, 0.0], [-0.1, 0.0, -0.3], [0.0, 0.2, 0.0], [0.1, -0.1, 0.0], [-0.3, 0.2, -0.1], [0.0, -0.1, 0.0], [0.0, 0.0, -0.1], [0.0, 0.0, 0.0], [0.0, 0.0, 0.0], [0.0, 0.0, 0.0], [0.0, 0.0, 0.0], [0.0, 0.0, 0.0], [0.1, 0.0, 0.1], [0.1, 0.0, -0.1], [0.0, 0.0, -0.1], [0.0, 0.1, 0.0], [0.0, 0.0, 0.0], [0.0, -0.1, 0.0], [0.0, 0.0, 0.1], [0.0, 0.0, 0.0], [0.0, 0.0, 0.0], [0.0, 0.0, 0.0], [0.0, 0.0, 0.0], [0.0, -0.1, 0.0], [0.0, 0.0, 0.0], [0.0, 0.0, 0.0], [0.1, 0.0, -0.2], [0.0, 0.1, 0.1], [0.0, 0.0, 0.0], [0.0, 0.0, 0.0], [0.0, 0.0, 0.0], [0.0, 0.0, 0.0], [0.0, 0.0, 0.0], [0.0, 0.0, 0.0], [0.0, 0.0, 0.0], [0.1, 0.1, 0.1], [0.0, 0.0, 0.0], [0.0, 0.0, 0.0], [0.0, 0.0, 0.0], [0.0, 0.0, 0.0], [0.0, 0.0, 0.0], [0.0, 0.0, 0.0], [0.0, 0.0, 0.0], [0.0, 0.0, 0.0], [0.0, 0.0, 0.0], [0.0, 0.0, 0.0], [0.0, 0.0, 0.0], [0.0, 0.0, 0.0], [0.0, 0.0, 0.0], [0.0, 0.0, 0.0], [0.0, 0.0, 0.0], [0.0, 0.0, 0.0], [0.0, 0.0, 0.0], [0.0, 0.0, 0.0], [0.0, 0.0, -0.1], [0.0, 0.0, 0.0], [-0.1, 0.0, 0.0], [0.0, 0.0, 0.0], [0.0, 0.0, 0.0], [0.0, 0.0, 0.0], [0.1, -0.2, 0.3], [-0.1, -0.1, -0.1], [0.0, 0.1, 0.1], [-0.1, 0.0, 0.0], [-0.1, 0.0, 0.1], [0.0, 0.0, 0.0], [0.0, 0.0, 0.0], [0.1, 0.0, 0.0], [0.0, 0.0, 0.0], [0.0, 0.0, -0.1], [-0.1, 0.0, 0.0], [0.0, -0.1, 0.0], [-0.1, 0.0, -0.1], [0.0, 0.0, 0.0], [0.2, 0.1, 0.2], [0.0, 0.0, 0.0], [0.0, 0.0, 0.0], [0.0, 0.0, 0.0], [0.0, 0.0, 0.0], [0.1, 0.0, 0.1], [0.2, -0.3, -0.2], [0.0, 0.0, 0.0], [0.0, -0.1, 0.0], [0.1, 0.1, -0.1], [-0.1, -0.1, 0.1], [0.0, 0.1, 0.0], [0.1, -0.1, 0.0], [0.0, 0.0, 0.0], [0.0, 0.0, 0.0], [0.0, 0.0, 0.0], [0.0, 0.0, 0.0], [0.0, 0.0, 0.0], [0.0, 0.0, 0.0], [0.0, 0.0, 0.0], [0.0, 0.0, 0.0], [0.0, 0.0, 0.0], [0.0, 0.0, 0.0], [0.0, 0.0, 0.0], [0.0, 0.0, 0.0], [0.0, 0.0, -0.1], [0.0, 0.0, 0.0], [0.0, 0.0, 0.0], [0.0, 0.0, 0.0], [0.0, 0.0, 0.0], [0.0, 0.0, 0.0]],
  "lowdin_charge": [1.211, -0.298, -0.119, -0.019, -0.037, -0.086, 0.081, 0.103, 0.127, 0.125, 0.117, 0.244, -0.276, -0.084, -0.368, 0.082, -0.092, -0.308, 0.038, -0.085, 0.125, 0.183, 0.179, 0.122, 0.143, 0.134, 0.155, 0.083, 0.097, 0.141, 0.128, 0.149, 0.004, 0.044, 0.147, 0.117, -0.074, -0.639, -0.059, -0.092, 1.169, -0.404, -0.143, -0.048, -0.032, -0.028, -0.072, -0.650, -0.062, -0.096, -0.075, 0.106, 0.071, 0.059, 0.108, 0.092, 0.071, 0.110, 0.062, 0.070, 0.069, 0.115, 0.123, 0.125, 0.094, 0.070, 0.076, 0.105, 0.063, 0.105, 0.039, 0.086, 0.046, 0.109, -0.071, -0.512, -0.094, -0.090, 0.076, -0.090, 0.135, -0.071, 0.112, -0.343, 0.118, 0.145, -0.322, 0.194, 0.035, 0.129, 0.155, 0.145, 0.013, -0.321, -0.003, -0.110, 0.012, 0.032, -0.047, -0.092, 0.070, 0.101, -0.211, 0.017, -0.056, -0.065, -0.024, -0.185, 0.017, 0.115, 0.108, 0.107, 0.146, 0.143, 0.153, 0.128, 0.116, 0.111, 0.097]
}


{
  "formula": "C43H60BFeN2",
  "method": "ωB97M-V with the def2-TZVPD basis set",
  "lumo_energy_ev": [2.15, 1.13],
  "multiplicity": 5,
  "total_charge": -1,
  "homo_energy_ev": [-0.91, -4.27],
  "homo_lumo_gap_ev": [3.06, 5.39],
  "elements": ["C", "C", "C", "C", "C", "C", "C", "C", "C", "C", "C", "C", "C", "C", "N", "C", "B", "H", "N", "C", "C", "C", "C", "C", "C", "C", "C", "C", "C", "C", "C", "C", "C", "C", "C", "H", "H", "H", "H", "H", "H", "H", "H", "H", "H", "H", "H", "H", "H", "H", "H", "H", "H", "H", "H", "H", "H", "H", "H", "H", "H", "H", "H", "H", "H", "H", "H", "H", "H", "H", "H", "H", "H", "H", "H", "H", "H", "H", "H", "H", "H", "C", "C", "C", "C", "C", "C", "C", "Fe", "C", "C", "C", "C", "C", "H", "H", "H", "H", "H", "H", "H", "H", "H", "H", "H", "H", "H"],
  "positions_angstrom": [[-2.4795, -4.3384, -2.7081], [-1.5691, -4.9248, -3.7608], [-1.4207, -6.4054, -3.3863], [-2.2452, -4.8316, -5.1285], [-0.1788, -4.2509, -3.8512], [0.7942, -4.9997, -4.5150], [2.1353, -4.6498, -4.4443], [2.5014, -3.4566, -3.8346], [1.5413, -2.5431, -3.3915], [2.1140, -1.1591, -2.9957], [1.0932, -0.0724, -2.7757], [3.0278, -0.6388, -4.1146], [2.9431, -1.3279, -1.7206], [0.1918, -2.9686, -3.3623], [-0.7837, -2.0886, -2.8253], [-0.6073, -1.3706, -1.6464], [0.9108, 3.1716, 2.0340], [0.6725, 1.9764, 4.6154], [-1.8479, -0.8607, -1.2756], [-2.0245, -0.0320, -0.1387], [-2.5944, 1.2591, -0.2804], [-2.7033, 2.0962, -1.5772], [-2.0698, 3.4833, -1.3621], [-4.1928, 2.2716, -1.9034], [-2.0297, 1.4904, -2.7869], [-3.1103, 1.8749, 0.8567], [-2.9535, 1.3032, 2.1126], [-2.2461, 0.1128, 2.2360], [-1.7169, -0.5659, 1.1353], [-0.9420, -1.8675, 1.4874], [0.1825, -1.4848, 2.4693], [-0.3192, -2.6776, 0.3506], [-1.9209, -2.8127, 2.2029], [-2.6800, -0.8536, -2.4373], [-2.1460, -1.9707, -3.2459], [-2.6268, -3.1249, -2.8755], [-3.4667, -4.8071, -2.7734], [-2.0541, -4.4958, -1.7116], [-0.9016, -6.9936, -4.1473], [-0.8700, -6.4973, -2.4446], [-2.4081, -6.8590, -3.2411], [-1.6589, -5.3538, -5.8914], [-3.2427, -5.2853, -5.0928], [-2.3544, -3.7912, -5.4507], [0.5101, -5.9028, -5.0569], [2.8947, -5.3002, -4.8831], [3.5613, -3.2055, -3.7565], [0.2533, -0.4358, -1.9331], [1.5820, 0.8356, -2.4042], [0.5553, 0.1258, -3.7077], [3.8968, -1.2772, -4.2979], [2.4723, -0.5595, -5.0562], [3.3984, 0.3577, -3.8501], [3.7755, -2.0237, -1.8801], [3.3510, -0.3553, -1.4160], [2.3272, -1.7170, -0.9003], [0.0041, 2.5571, 1.4695], [2.0496, 3.3019, 1.6248], [-1.0204, 3.3869, -1.0571], [-2.1060, 4.0493, -2.3039], [-2.5963, 4.0624, -0.5949], [-4.6849, 1.2965, -2.0029], [-4.7032, 2.8272, -1.1102], [-4.3196, 2.8151, -2.8485], [-2.3948, 0.3247, -2.9531], [-2.3123, 2.0535, -3.6837], [-0.9411, 1.4863, -2.6716], [-3.6208, 2.8383, 0.7759], [-3.3382, 1.8079, 2.9985], [-2.1041, -0.2828, 3.2420], [-0.2081, -1.1000, 3.4172], [0.7839, -2.3700, 2.7060], [0.8415, -0.7198, 2.0398], [-0.9901, -3.4841, 0.0240], [-0.0968, -1.9626, -0.6754], [0.6389, -3.1147, 0.6681], [-2.7634, -3.0384, 1.5379], [-1.4130, -3.7498, 2.4557], [-2.3235, -2.3758, 3.1215], [-3.7497, -0.8492, -2.2009], [-2.2790, -1.9194, -4.3346], [-0.9695, 3.3939, 3.8838], [0.2143, 2.9539, 4.7566], [1.2619, 4.0233, 4.8288], [1.7488, 4.5132, 6.1476], [2.5500, 5.6811, 5.9196], [2.5724, 5.9539, 4.4901], [1.7129, 4.9766, 3.8346], [3.1857, 4.1225, 4.8369], [4.5751, 3.5872, 3.5473], [3.7617, 2.4529, 3.9415], [3.8236, 2.3412, 5.3907], [4.6845, 3.4027, 5.8901], [5.1455, 4.1771, 4.7512], [-1.8034, 2.6861, 3.9294], [-1.3335, 4.3559, 4.2728], [-0.7900, 3.6035, 2.8081], [-0.1641, 2.8073, 5.7927], [1.4740, 4.0248, 7.0856], [2.9671, 6.3077, 6.6993], [3.0580, 6.8083, 4.0328], [1.4022, 5.0121, 2.7779], [4.7651, 3.8965, 2.5244], [3.2706, 1.7598, 3.2635], [3.3979, 1.5315, 5.9766], [4.9776, 3.5489, 6.9292], [5.8375, 5.0159, 4.7831]],
  "atomic_forces_ev_per_a": [[-0.3, -1.3, 0.8], [0.1, 0.5, -0.3], [0.1, -0.3, 0.2], [-0.2, 0.0, -0.3], [0.0, 0.1, -0.2], [0.3, 0.0, 0.2], [0.1, 0.1, -0.1], [-0.1, -0.3, -0.2], [0.3, 0.0, 0.0], [-0.1, -0.3, 0.3], [-0.7, 0.9, 0.1], [0.2, 0.0, -0.3], [0.1, -0.1, 0.3], [0.0, 0.0, 0.1], [-0.6, 0.3, 0.9], [-2.6, -0.6, -1.0], [0.3, -1.0, -2.3], [-0.2, -0.1, -1.0], [1.4, -0.4, -1.5], [-0.1, 0.4, 0.4], [-0.1, -0.1, 0.0], [-0.5, -0.5, 0.1], [0.2, 0.0, 0.0], [-0.3, 0.0, 0.0], [0.8, 1.4, -0.4], [0.1, 0.0, 0.5], [-0.1, -0.2, -0.3], [0.0, 0.5, 0.1], [-0.5, 0.0, 0.1], [-0.1, 0.0, 0.1], [0.1, 0.1, 0.1], [0.1, -0.6, 0.1], [-0.2, -0.1, 0.1], [-1.3, -1.0, 1.7], [1.1, 0.8, -1.6], [-0.4, -0.6, 0.0], [0.0, 0.1, 0.1], [-0.2, 0.3, 0.0], [0.0, 0.1, 0.1], [0.0, 0.0, -0.1], [0.1, 0.1, 0.0], [-0.1, 0.1, 0.1], [0.1, 0.0, 0.0], [0.0, -0.2, 0.0], [0.1, 0.2, 0.3], [-0.2, 0.2, 0.1], [-0.4, -0.1, -0.1], [2.8, 1.6, -1.2], [-0.1, 0.0, -0.2], [0.0, 0.2, 0.1], [-0.1, 0.1, 0.1], [0.1, 0.0, 0.1], [-0.1, -0.1, 0.0], [-0.1, 0.1, 0.1], [-0.1, -0.2, 0.0], [0.1, 0.1, -0.1], [0.5, 0.0, 0.0], [-0.1, -0.1, -0.1], [-0.2, 0.1, 0.0], [0.0, -0.1, 0.2], [0.1, -0.1, -0.1], [0.0, 0.2, 0.0], [0.0, -0.1, -0.2], [0.0, 0.0, 0.2], [-0.1, 0.6, -0.3], [0.1, -0.1, 0.0], [-0.2, -0.2, -0.1], [0.3, -0.3, 0.0], [0.0, -0.2, -0.3], [0.1, 0.1, -0.3], [0.1, 0.0, -0.2], [-0.1, 0.1, -0.1], [-0.1, -0.1, 0.1], [0.2, 0.1, 0.0], [0.8, -1.1, 2.1], [-0.3, 0.0, -0.1], [0.1, 0.0, 0.1], [-0.1, 0.1, 0.0], [0.0, -0.1, -0.1], [0.1, 0.0, -0.1], [0.1, 0.1, 0.2], [-0.9, 0.2, 0.3], [-0.1, 0.0, 0.6], [-0.8, 2.2, 1.4], [-0.8, 0.4, -1.6], [-1.0, 0.0, -0.5], [-1.6, -0.2, 0.8], [-0.3, 1.2, 0.8], [0.6, 0.0, 0.9], [0.6, -0.8, 0.7], [1.3, -0.1, 0.6], [1.4, 0.0, -0.8], [0.6, -0.7, -0.9], [0.3, -1.3, -0.3], [0.2, 0.0, 0.2], [0.0, -0.1, 0.3], [0.2, -0.3, 0.9], [-0.1, 0.4, -0.2], [0.4, 0.2, -0.3], [0.4, -0.3, -0.2], [0.0, -0.3, 0.0], [0.5, -0.3, 0.6], [-0.3, 0.1, 0.3], [-0.2, 0.5, 0.2], [-0.2, 0.4, -0.1], [-0.3, 0.1, -0.3], [-0.4, -0.1, 0.0]],
  "lowdin_spin": [0.295, 0.020, 0.020, 0.001, 0.006, -0.001, 0.006, -0.001, 0.006, -0.001, -0.033, -0.002, 0.001, 0.003, 0.053, 0.025, 1.106, 0.017, 0.039, 0.003, 0.007, 0.022, 0.032, 0.001, 0.300, 0.001, 0.005, 0.002, 0.005, 0.006, 0.007, 0.074, 0.004, 0.410, 0.416, 0.090, 0.012, 0.013, 0.005, 0.001, 0.002, 0.000, 0.000, 0.001, 0.000, 0.000, 0.000, -0.009, 0.000, -0.001, -0.001, 0.000, 0.000, 0.000, 0.001, 0.000, 0.143, 0.146, 0.012, 0.002, 0.007, 0.000, 0.000, 0.000, 0.088, 0.013, 0.013, 0.001, 0.001, 0.000, 0.001, 0.000, 0.009, 0.000, 0.017, 0.004, 0.000, 0.000, 0.001, 0.024, 0.026, 0.100, 0.067, 0.028, 0.003, 0.003, 0.012, 0.095, 0.014, 0.004, 0.016, 0.002, 0.001, 0.002, 0.008, 0.006, 0.059, 0.009, 0.001, 0.001, 0.000, 0.073, 0.002, 0.018, 0.000, 0.000, 0.000]
}


Energy above the lowest of the compared OMol25 structures with the same formula, charge and spin for the records above, in order: 48.3, 0.0 kcal/mol